1.
Formula: C6H9N2O2S
Source: OMol25
Level of theory: ωB97M-V/def2-TZVPD

```
20
Properties=species:S:1:pos:R:3:mulliken_charge:R:1
C 2.09 2.06 -0.17 -1.103
C 0.94 2.32 -0.88 -0.203
C 2.03 0.73 0.29 0.397
C 0.87 0.04 0.04 0.374
C 2.30 -1.22 0.99 0.000
C -1.03 -2.10 0.25 -0.625
N 1.07 -1.19 0.61 0.422
N -2.44 1.43 -2.62 -0.778
O 2.87 -0.09 1.00 -0.300
O 0.31 -2.28 0.73 -0.308
S -0.17 1.00 -0.90 0.074
H 2.87 2.80 -0.01 0.404
H 0.56 3.14 -1.35 0.552
H 2.79 -1.96 1.68 0.398
H -1.60 -3.06 0.38 0.293
H -1.00 -1.73 -0.84 0.228
H -1.44 -1.37 0.83 0.402
H -3.44 1.40 -2.24 0.261
H -2.49 1.00 -3.54 0.249
H -2.38 2.46 -2.85 0.262
```

The value obtained for the frontier orbital gap is 9.551 eV. The charge is +1. As for the spin multiplicity: 1.

2.
Formula: C19H19GaN5O7SSe
Source: OMol25
Level of theory: ωB97M-V/def2-TZVPD

```
53
Properties=species:S:1:pos:R:3:mulliken_charge:R:1
Ga 0.61 1.31 0.49 0.272
O 2.51 -1.35 -0.60 -0.614
S 2.87 -0.21 -1.39 1.139
O 2.62 -0.26 -2.80 -0.661
N 2.12 1.14 -0.73 0.152
C 2.96 1.79 0.11 0.567
O 2.47 2.46 1.03 -0.628
C 4.37 1.48 -0.14 0.117
C 5.49 2.11 0.38 -0.495
C 6.74 1.61 0.03 -0.598
C 6.85 0.50 -0.80 -0.474
C 5.73 -0.14 -1.32 -0.733
C 4.50 0.38 -0.98 0.199
H 5.38 2.97 1.03 0.529
H 7.63 2.08 0.41 0.407
H 7.83 0.11 -1.04 0.414
H 5.82 -1.01 -1.96 0.469
O 0.71 0.02 2.25 -0.684
C -0.13 -0.65 1.62 0.685
O -0.32 -0.40 0.38 -0.046
C -1.08 -1.62 2.23 0.053
C -1.07 -2.07 3.55 -0.427
C -2.11 -2.87 4.01 -0.619
C -3.17 -3.21 3.19 -0.541
C -3.17 -2.76 1.88 -0.430
C -2.13 -1.99 1.40 0.075
N -4.27 -3.04 0.96 0.973
O -4.22 -2.55 -0.18 -0.669
O -5.17 -3.74 1.34 -0.566
H -0.25 -1.78 4.20 0.511
H -2.10 -3.22 5.03 0.410
H -3.99 -3.82 3.55 0.512
H -2.12 -1.67 0.38 0.661
Se -0.13 4.67 3.11 -0.079
C -0.37 3.41 2.01 0.195
N -0.59 2.54 1.22 -0.187
N -3.37 -0.26 -2.30 0.155
C -3.65 1.04 -1.61 -0.963
C -2.44 1.41 -0.75 -0.338
N -1.17 1.44 -1.48 -0.258
C -0.97 0.26 -2.32 -0.499
C -2.17 -0.10 -3.18 -0.969
H -4.18 -0.58 -2.82 0.402
H -3.20 -0.96 -1.57 0.025
H -4.54 0.93 -0.99 0.431
H -3.84 1.79 -2.37 0.419
H -2.35 0.67 0.05 0.081
H -2.61 2.37 -0.28 0.543
H -1.10 2.29 -2.02 0.378
H -0.75 -0.59 -1.67 0.249
H -0.09 0.40 -2.95 0.609
H -1.99 -1.02 -3.73 0.416
H -2.40 0.70 -3.89 0.432
```

The value obtained for the frontier orbital gap is 7.254 eV. The charge is +1. As for the spin multiplicity: 1.

3.
Formula: C9H17BCuF4O5S
Source: OMol25
Level of theory: ωB97M-V/def2-TZVPD

```
38
Properties=species:S:1:pos:R:3:mulliken_charge:R:1
Cu 0.22 0.03 -2.63 0.745
B 1.76 -2.85 -4.62 0.548
F 1.69 -2.05 -5.74 -0.382
F 2.30 -4.05 -5.08 -0.413
F 2.57 -2.30 -3.63 -0.396
F 0.56 -3.04 -4.11 -0.341
C -0.58 4.60 -4.05 -0.662
O 0.52 3.71 -4.10 -0.724
H -1.59 4.25 -3.86 0.213
H -0.41 5.43 -3.36 0.208
H -0.78 5.20 -4.94 0.217
C 5.07 0.59 3.75 -0.588
C 5.23 -0.49 2.70 -0.520
C 5.04 0.17 1.31 -0.760
S 3.71 1.46 1.56 1.047
O 2.46 0.82 1.15 -0.633
O 4.23 2.69 0.99 -0.623
C 3.82 1.45 3.40 -0.662
H 5.92 1.27 3.69 0.302
H 4.94 0.24 4.77 0.304
H 4.46 -1.25 2.85 0.306
H 6.21 -0.96 2.74 0.317
H 4.99 -0.49 0.44 0.427
H 5.92 0.81 1.19 0.351
H 2.95 0.95 3.82 0.346
H 3.80 2.48 3.76 0.378
O -3.78 -1.09 -0.24 -0.572
C -4.91 -1.43 0.12 0.500
O -5.76 -2.39 -0.50 -0.340
C -7.00 -2.51 0.18 -0.354
C -7.10 -1.28 0.99 -0.458
C -5.65 -0.91 1.28 -0.423
H -7.04 -3.43 0.75 0.259
H -7.77 -2.52 -0.59 0.266
H -7.67 -1.37 1.91 0.316
H -7.57 -0.51 0.38 0.242
H -5.31 -1.36 2.22 0.245
H -5.45 0.13 1.51 0.313
```

The value obtained for the frontier orbital gap is 4.108 eV. The charge is -1. As for the spin multiplicity: 1.

4.
Formula: C47H38BrClO7
Source: OMol25
Level of theory: ωB97M-V/def2-TZVPD

```
94
Properties=species:S:1:pos:R:3:mulliken_charge:R:1
C 1.15 6.41 -3.53 -0.648
C 2.16 5.79 -2.40 -0.468
C 3.32 4.78 -2.99 0.022
Br 4.96 5.85 -3.43 -0.148
C 2.70 3.93 -4.27 0.398
C 3.27 4.10 -5.83 -0.537
C 2.59 3.22 -7.07 -0.469
C 1.32 2.24 -6.68 -0.506
C 0.73 2.04 -5.15 0.113
C 1.46 2.90 -3.91 0.222
C 0.86 2.63 -2.39 0.011
O 1.56 2.65 -1.26 -0.580
C -0.77 2.25 -2.33 0.479
Cl -1.65 2.80 -0.77 -0.168
C -1.47 1.52 -3.47 0.351
O -2.90 1.25 -3.31 -0.410
C -3.70 1.72 -4.46 -0.711
C -4.30 3.24 -4.30 0.270
C -4.26 3.85 -2.77 -1.066
C -3.64 4.36 -5.29 0.165
C -4.54 4.51 -6.69 -1.136
C -2.03 4.20 -5.56 -0.389
C -0.53 1.06 -4.75 0.295
O -0.78 -0.07 -5.45 -0.564
H 0.39 7.11 -2.94 0.333
H 0.47 5.60 -4.07 -0.005
H 1.69 7.11 -4.32 0.252
H 2.74 6.69 -1.90 0.429
H 1.52 5.26 -1.54 0.167
H 3.60 4.02 -2.14 0.378
H 4.17 4.82 -6.11 0.176
H 3.05 3.35 -8.14 0.306
H 0.85 1.61 -7.58 0.320
H -4.64 1.00 -4.53 0.301
H -3.16 1.64 -5.50 0.203
H -5.46 3.18 -4.59 0.463
H -5.02 4.74 -2.68 0.369
H -4.36 3.02 -1.94 0.253
H -3.17 4.31 -2.64 0.109
H -3.78 5.41 -4.74 0.356
H -4.79 5.66 -6.84 0.262
H -3.92 4.08 -7.59 0.279
H -5.58 3.97 -6.62 0.313
H -1.40 4.14 -4.56 -0.384
H -1.64 5.17 -6.12 0.447
H -1.83 3.26 -6.24 0.151
O -4.57 -0.62 1.88 -0.693
C -3.75 -1.48 2.21 0.492
C -2.32 -1.30 1.88 0.214
C -1.90 -0.14 1.21 -0.628
C -0.54 0.05 0.93 -0.032
C 0.39 -0.91 1.32 -0.894
C -0.03 -2.07 1.97 -0.519
C -1.39 -2.27 2.24 0.137
C -1.82 -3.51 2.91 0.578
O -1.01 -4.39 3.18 -0.648
C -3.25 -3.68 3.25 0.212
C -3.67 -4.84 3.92 -0.451
C -5.01 -4.99 4.28 -0.544
C -5.93 -3.99 3.98 -0.454
C -5.52 -2.84 3.30 -0.601
C -4.17 -2.69 2.93 0.259
H -2.62 0.62 0.91 0.524
H -0.22 0.95 0.42 0.376
H 1.45 -0.75 1.11 0.424
H 0.71 -2.82 2.26 0.537
H -2.95 -5.62 4.16 0.482
H -5.33 -5.89 4.80 0.401
H -6.97 -4.10 4.27 0.383
H -6.24 -2.06 3.07 0.446
O 6.34 -5.77 4.54 -0.679
C 5.37 -5.29 5.12 0.609
C 5.55 -4.22 6.12 0.174
C 6.84 -3.74 6.40 -0.559
C 7.02 -2.70 7.32 -0.446
C 5.91 -2.14 7.96 -0.455
C 4.63 -2.63 7.70 -0.530
C 4.45 -3.68 6.79 0.224
C 3.10 -4.20 6.53 0.572
O 2.13 -3.76 7.15 -0.686
C 2.91 -5.25 5.51 0.195
C 1.62 -5.73 5.24 -0.504
C 1.43 -6.70 4.25 -0.369
C 2.53 -7.20 3.54 -0.538
C 3.81 -6.73 3.83 -0.572
C 4.01 -5.76 4.82 0.207
H 7.71 -4.17 5.90 0.451
H 8.02 -2.33 7.53 0.388
H 6.05 -1.33 8.67 0.387
H 3.77 -2.20 8.21 0.449
H 0.76 -5.35 5.78 0.461
H 0.43 -7.07 4.04 0.369
H 2.38 -7.95 2.77 0.396
H 4.66 -7.13 3.27 0.449
```

The value obtained for the frontier orbital gap is 7.096 eV. As for the SMILES: CC[C@H](Br)c1cccc2c1C(=O)C(Cl)=C(OC[C@@H](C)C(C)C)C2=O.O=C1c2ccccc2C(=O)c2ccccc21.O=C1c2ccccc2C(=O)c2ccccc21. As for the spin multiplicity: 1.

5.
Formula: C6H9N2O3S3
Source: OMol25
Level of theory: ωB97M-V/def2-TZVPD

```
23
Properties=species:S:1:pos:R:3:mulliken_charge:R:1
C -0.22 -1.93 -0.37 -0.631
C -0.58 -0.67 -0.41 0.356
C 2.72 1.25 0.50 0.515
C 2.10 -0.40 -1.41 -0.238
C 1.20 0.71 -1.20 -0.586
C -3.16 -1.02 0.12 -0.960
N 1.50 1.49 -0.09 0.008
N 3.31 2.06 1.32 -0.316
O 2.47 -2.99 -0.30 -0.571
O 1.90 -1.15 1.17 -0.535
O 0.26 1.24 -2.02 -0.379
S 3.62 0.20 -0.59 -0.077
S -1.92 0.34 -0.28 0.001
S 1.66 -1.85 -0.04 1.122
H -0.53 -2.88 -0.15 0.509
H 2.41 -0.79 -2.41 0.554
H -2.99 -1.87 -0.50 0.320
H -4.08 -0.51 -0.10 0.399
H -2.84 -1.39 1.09 0.337
H 0.77 2.10 0.39 0.367
H 2.95 2.82 1.86 0.246
H 4.18 1.68 1.66 0.261
H 0.43 1.15 -2.90 0.298
```

The value obtained for the frontier orbital gap (alpha / beta) is 7.512 / 7.514 eV. The charge is +1. As for the spin multiplicity: 1.

6.
Formula: C3H3N3O
Source: OMol25
Level of theory: ωB97M-V/def2-TZVPD

```
10
Properties=species:S:1:pos:R:3:mulliken_charge:R:1
O 2.35 -0.56 -0.17 -0.441
C 1.29 0.25 0.02 0.280
C 0.05 -0.06 0.01 0.079
N -0.94 0.94 -0.08 -0.486
C -2.07 0.17 -0.07 -0.068
N -1.73 -1.13 -0.09 -0.331
N -0.50 -1.33 0.03 -0.249
H 3.17 -0.12 0.34 0.397
H 1.43 1.37 -0.03 0.352
H -3.04 0.47 0.03 0.466
```

The value obtained for the frontier orbital gap is 8.635 eV. As for the SMILES: O/C=C1/N=CN=N1. As for the spin multiplicity: 1.

Across the entries above, F_max takes the values 0.10506, 0.02324, 0.07483, 0.16930, 0.09593, 0.13078 hartree/bohr, respectively.